# 1
ORCA calculation (ωB97M-V with the def2-TZVPD basis set) on a structure of composition C5H6AgO3.

Geometry as XYZ:
```
15
C5H6AgO3 ωB97M-V with the def2-TZVPD basis set
O 0.34 -2.61 -4.31
C 1.01 -2.18 -3.47
O 1.74 -1.77 -2.66
C -2.49 0.90 0.55
C -1.27 1.09 1.14
C -0.03 0.56 0.66
C 1.13 0.34 1.60
O 1.96 -0.69 1.34
H -2.58 0.43 -0.43
H -3.40 1.33 0.98
H -1.22 1.74 2.03
H -0.12 -0.09 -0.22
H 0.89 0.60 2.65
Ag 2.79 -1.05 -0.63
H 1.26 1.40 0.77
```

Calculated values
Multiplicity: 2
HOMO-LUMO gap (alpha / beta): 0.1536 / 0.2358 Ha
HOMO (alpha / beta): -5.289 / -7.538 eV
Energy relative to the best compared isomer or geometry (same formula, charge and spin): 186.4 kJ/mol
LUMO energy (alpha / beta): -1.11 / -1.12 eV
Molecular weight: 221.97 g/mol
Total charge: 0
⟨S²⟩: 0.77
Energy: -566.62819 hartree


# 2
ORCA calculation (ωB97M-V with the def2-TZVPD basis set) on a cluster of 4 separate species, C18H38N2O6P in total.

Geometry as XYZ:
```
65
C18H38N2O6P ωB97M-V with the def2-TZVPD basis set
C 2.98 1.20 2.44
P 2.61 1.86 0.65
N 2.26 3.51 1.24
C 0.81 1.24 0.90
C -0.35 2.36 0.60
C -0.90 3.15 1.93
C -2.41 2.74 2.42
C -2.64 1.14 2.70
N -3.76 0.57 1.86
H 4.12 1.37 2.74
H 2.74 0.03 2.45
H 2.24 1.72 3.18
H 2.37 2.34 -0.69
H 4.00 2.28 0.49
H 3.01 0.56 0.12
H 2.72 4.22 0.60
H 2.68 3.67 2.20
H 0.70 0.75 1.97
H 0.64 0.36 0.11
H -1.29 1.75 0.17
H -0.05 3.10 -0.28
H -0.07 3.07 2.79
H -0.93 4.30 1.64
H -2.70 3.37 3.38
H -3.20 3.07 1.59
H -2.96 1.05 3.85
H -1.64 0.53 2.58
H -3.43 0.19 0.94
H -4.49 1.28 1.62
O 2.20 -1.76 2.10
C 2.14 -2.45 1.11
O 2.87 -2.25 -0.03
C 2.47 -3.18 -1.03
C 1.83 -4.32 -0.27
C 1.22 -3.63 0.92
H 1.76 -2.68 -1.70
H 3.34 -3.51 -1.60
H 1.11 -4.88 -0.87
H 2.61 -5.02 0.06
H 0.21 -3.26 0.71
H 1.23 -4.27 1.80
O 2.54 3.86 -3.24
C 1.42 4.15 -3.63
O 0.76 3.50 -4.63
C -0.47 4.18 -4.90
C -0.78 4.95 -3.64
C 0.60 5.30 -3.12
H -0.33 4.83 -5.77
H -1.25 3.45 -5.13
H -1.41 5.83 -3.82
H -1.29 4.31 -2.92
H 0.97 6.23 -3.55
H 0.61 5.34 -2.03
O -0.88 -5.40 -2.24
C -1.46 -5.57 -1.18
O -1.29 -4.79 -0.07
C -2.03 -5.35 1.01
C -3.10 -6.19 0.37
C -2.42 -6.68 -0.88
H -1.36 -5.94 1.64
H -2.46 -4.54 1.62
H -3.46 -7.00 1.02
H -3.96 -5.56 0.10
H -1.86 -7.61 -0.70
H -3.14 -6.82 -1.70
```

Calculated values
Multiplicity: 1
HOMO-LUMO gap: 0.1746 Ha
HOMO: -2.675 eV
LUMO energy: 2.08 eV
Molecular weight: 409.48 g/mol
Total charge: -1
Energy: -1610.77824 hartree


# 3
ORCA calculation (ωB97M-V with the def2-TZVPD basis set) on a structure of composition C4H10N2O.

Geometry as XYZ:
```
17
C4H10N2O ωB97M-V with the def2-TZVPD basis set
C -1.03 0.15 -0.14
C 0.20 0.95 -0.18
C 2.43 -0.15 -0.16
C -1.10 -1.27 0.34
N 0.04 1.18 1.16
N -2.10 0.59 -0.83
O 1.22 0.00 -0.87
H 0.28 0.39 1.75
H 0.17 1.85 -0.81
H -3.00 0.15 -0.69
H -2.10 1.56 -1.11
H 3.29 -0.23 -0.83
H 2.62 0.72 0.50
H 2.42 -1.05 0.46
H -1.76 -1.33 1.21
H -1.49 -1.91 -0.44
H -0.11 -1.61 0.64
```

Calculated values
Multiplicity: 1
HOMO-LUMO gap: 0.3169 Ha
HOMO: -7.752 eV
Energy relative to the best compared isomer or geometry (same formula, charge and spin): 385.9 kJ/mol
LUMO energy: 0.87 eV
Molecular weight: 102.14 g/mol
Total charge: 0
Energy: -343.05447 hartree